Here is a gas-phase ion, C6H11O (charge -1) at a distorted geometry from the Open Molecules 2025 dataset. Energies are from ωB97M-V/def2-TZVPD.

Last column: Mulliken charge in e.
Cartesian coordinates (Å):
C  -2.706758  -2.242687  -0.901050  -1.14
C  -1.478344  -1.791686  -0.180672  -0.02
C  -0.971718  -0.574094  -0.100712  -0.35
C  0.211751  -0.287726  0.823229  -0.44
C  1.328056  0.446567  0.145917  -0.61
C  1.306183  1.989997  0.339372  -0.41
O  2.480121  2.550110  -0.065814  -0.90
H  -2.953423  -1.415741  -1.603279  0.28
H  -2.654170  -3.022394  -1.668879  0.31
H  -3.632285  -2.418334  -0.352236  0.25
H  -0.976998  -2.561032  0.410286  0.26
H  -1.400761  0.310156  -0.558027  0.30
H  -0.108317  0.249836  1.735401  0.34
H  0.515109  -1.236471  1.295262  0.24
H  2.318727  0.216592  0.543461  0.34
H  1.387546  0.217014  -0.921656  0.24
H  1.055950  2.156409  1.405194  0.20
H  0.455828  2.365784  -0.308862  0.11

Atomic forces in eV per Å
-0.74 1.58 -2.22
-0.27 -1.26 0.41
0.57 0.40 1.38
-0.76 -0.91 0.43
0.85 0.72 0.10
0.97 0.24 -1.76
-0.54 -0.12 0.44
-0.21 0.01 0.52
0.68 -0.57 0.61
0.29 -0.07 0.54
0.04 0.07 -0.08
-0.14 -0.13 -0.38
-0.22 0.39 -0.52
0.14 -0.10 -0.52
-0.03 -0.40 0.18
-0.12 0.03 -0.02
-0.26 0.12 0.31
-0.25 0.00 0.57

The net charge is -1. The HOMO energy comes out at -2.08 eV. Its SMILES is C/C=C/CCC[O-]. The total energy is -8446.3262 eV. As for the orbital gap: 5.505 eV. The calculation puts the energy above the lowest of the compared OMol25 structures with the same formula, charge and spin at 12.56 kcal per mole.

***

Here is 2 unconnected molecules or ions with the total composition C4H10N3S at a distorted geometry from the Open Molecules 2025 dataset. Energies are from ωB97M-V/def2-TZVPD.

Last column: Mulliken charge in e.
Cartesian coordinates (Å):
C  4.150983  -0.712957  -0.025305  -0.27
C  -1.169197  -0.544557  -0.103401  0.80
C  -2.548882  -0.676408  0.198248  -1.11
C  -1.144083  1.896908  0.287925  -1.01
N  3.145363  0.025078  -0.254085  0.55
N  2.256081  0.703672  -0.391422  -0.83
N  -0.490651  0.582597  0.010238  -0.12
S  -0.244425  -1.989064  -0.468081  -0.16
H  4.762077  -0.458640  0.899855  0.23
H  4.586201  -1.578544  -0.573682  0.27
H  -3.008378  -0.004077  -0.570773  0.35
H  -2.771116  -0.277474  1.213233  0.29
H  -3.093123  -1.602836  0.019563  0.41
H  -1.722689  1.999430  1.214578  0.31
H  -0.332598  2.562795  0.383568  0.36
H  -1.633396  2.034896  -0.633405  0.44
H  0.581167  0.724660  -0.196214  0.30
H  -1.323337  -2.685472  -1.010838  0.20

Atomic forces in eV per Å
2.38 -0.58 1.79
3.97 -0.11 0.20
-2.98 1.71 -0.39
0.64 -1.51 0.51
1.00 -1.22 -0.02
-0.69 0.90 -0.45
-0.13 -0.40 0.40
-0.82 -0.21 -0.72
-1.14 -0.07 -1.25
-1.23 1.06 -0.19
-0.24 0.02 0.81
0.00 -0.19 -0.71
0.80 -0.29 0.29
-0.17 -0.57 -0.50
0.80 1.02 -0.07
-1.29 1.10 -0.69
-1.87 -1.24 0.33
0.96 0.57 0.64

The net charge is +1. The HOMO energy comes out at -12.42 eV. The total energy is -19606.3770 eV. As for the orbital gap: 8.466 eV. The calculation puts the energy above the lowest of the compared OMol25 structures with the same formula, charge and spin at 68.60 kcal per mole.

***

Here is a molecular structure, C9H11IN at a distorted geometry from the Open Molecules 2025 dataset. Energies are from ωB97M-V/def2-TZVPD.

Last column: Mulliken charge in e.
Cartesian coordinates (Å):
C  0.611123  0.089605  2.725485  -0.34
C  -0.545722  0.731981  2.528530  -0.60
C  1.367103  -0.366275  1.680331  -0.57
C  -1.097451  0.963298  1.257380  -0.56
C  0.847122  -0.256275  0.429026  0.23
C  -0.332178  0.474765  0.154381  0.42
C  1.662838  -0.371859  -0.837697  -1.06
C  0.691088  0.191464  -1.954406  -0.60
C  -0.599218  0.491759  -1.292604  0.00
N  -1.599286  -1.120933  -1.417373  -0.56
I  -2.019620  1.811001  -2.125609  0.31
H  0.888133  -0.003930  3.774405  0.38
H  -1.260411  0.911713  3.344915  0.35
H  2.314246  -0.871961  1.809571  0.46
H  -1.991846  1.481991  1.061540  0.44
H  2.473337  0.426435  -0.889045  0.29
H  2.201601  -1.173191  -1.032937  0.67
H  1.181997  1.097960  -2.291573  0.39
H  0.625604  -0.468461  -2.801861  0.31
H  -2.456474  -0.884423  -0.890009  0.38
H  -0.968642  -1.688494  -0.857424  0.34
H  -1.993341  -1.466170  -2.375025  0.34

Atomic forces in eV per Å
1.37 -0.49 1.84
-4.32 1.03 -0.77
0.42 -1.01 0.27
2.51 -1.28 -1.23
0.79 1.70 -1.96
-0.78 -0.04 1.92
-1.79 5.43 -0.03
1.30 -0.85 0.01
-1.29 -1.05 0.34
-1.08 1.33 -1.33
0.41 0.11 0.08
0.42 -0.29 -0.33
0.86 0.36 -0.04
0.07 0.12 0.19
-1.06 0.56 0.18
-0.80 -0.84 0.91
1.77 -4.39 -0.97
-0.49 0.35 -0.30
-0.26 -0.14 -0.45
0.73 -0.25 0.06
-0.41 -0.78 -0.43
1.64 0.44 2.05

The net charge is +1. The HOMO energy comes out at -13.14 eV. The total energy is -19094.1871 eV. As for the orbital gap: 9.063 eV. The calculation puts the energy above the lowest of the compared OMol25 structures with the same formula, charge and spin at 39.09 kcal per mole.

***

Here is 3 unconnected molecules or ions with the total composition C4H17N2O2 at a distorted geometry from the Open Molecules 2025 dataset. Energies are from ωB97M-V/def2-TZVPD.

Last column: Mulliken charge in e.
Cartesian coordinates (Å):
N  -0.287781  -1.284284  0.673689  -0.61
C  -0.020900  0.031522  1.275014  -0.50
C  0.746723  0.831972  0.239709  -0.78
N  1.754077  -0.071973  -0.392856  0.04
C  2.983319  -0.282561  0.414997  -0.95
C  2.035723  0.164133  -1.828801  -0.88
H  -1.110067  -1.184674  0.073492  0.19
H  -0.554077  -1.983483  1.360640  0.25
H  1.208859  -0.971305  -0.293260  0.49
H  0.543867  -0.099386  2.196261  0.44
H  -0.946691  0.526897  1.563975  0.33
H  1.230695  1.738813  0.592749  0.32
H  0.066800  1.123884  -0.562868  0.47
H  3.472823  -1.193678  0.079291  0.37
H  2.739698  -0.392297  1.462882  0.32
H  3.645766  0.561165  0.265668  0.41
H  1.221457  -0.251983  -2.407389  0.35
H  2.944332  -0.360527  -2.089000  0.37
H  2.125630  1.213530  -2.038957  0.36
H  -5.643665  1.011180  0.538039  0.32
H  -5.054834  -0.371422  0.846657  0.32
O  -4.802235  0.527749  0.613594  -0.62
H  -2.916673  0.914858  -0.540586  0.33
H  -3.034272  -0.423542  -1.125997  0.28
O  -2.348572  0.225424  -0.916954  -0.62

Atomic forces in eV per Å
-0.49 -0.14 -0.07
-0.25 -0.51 0.42
-0.08 0.59 -0.69
-0.19 -0.92 0.49
0.17 0.14 -0.21
-0.19 -0.34 0.10
0.26 0.11 0.01
0.33 0.14 0.07
0.10 0.07 -0.15
0.18 -0.05 -0.02
0.07 0.34 -0.17
0.08 -0.06 0.25
-0.03 -0.07 0.02
-0.01 0.03 -0.08
-0.16 0.07 0.14
0.12 0.15 0.07
-0.21 0.03 -0.11
0.20 -0.02 -0.07
0.14 0.46 0.03
0.44 -0.24 0.06
-0.06 0.03 0.07
-0.40 0.25 -0.14
0.19 0.04 0.14
0.21 -0.07 -0.21
-0.42 -0.04 0.04

The net charge is +1. The HOMO energy comes out at -13.93 eV. The total energy is -11493.1454 eV. As for the orbital gap: 11.567 eV. The calculation puts the energy above the lowest of the compared OMol25 structures with the same formula, charge and spin at 17.19 kcal per mole.

***

Q: Look up the total energy of the fourth one.
A: -11493.1454 eV

***

Q: Which value of orbital gap does entry 2 give?
A: 8.466 eV

***

Q: energy above the lowest of the compared OMol25 structures with the same formula, charge and spin of number 4 (C4H17N2O2)?
A: 17.19 kcal per mole

***

Q: Look up the orbital gap of the first one.
A: 5.505 eV